Molecular formula: C6H12N2
Method: DFT, wB97M-V/def2-TZVPD

```
20
C6H12N2 wB97M-V/def2-TZVPD
N 1.321 0.612 1.259
C 1.001 0.369 -0.084
C -0.159 1.168 -0.718
C -1.512 0.872 0.001
N -1.752 -0.652 0.129
C -0.691 -1.350 0.610
C 0.395 -0.989 -0.328
C 1.988 -0.708 -0.641
H 0.520 0.747 1.884
H 1.962 1.440 1.395
H -0.329 1.079 -1.854
H -0.139 2.183 -0.634
H -1.569 1.295 1.032
H -2.287 1.277 -0.569
H -2.157 -1.009 -0.726
H -0.493 -1.162 1.705
H -0.964 -2.494 0.582
H -0.007 -0.825 -1.380
H 2.079 -0.875 -1.679
H 2.793 -0.979 0.013
```

* E_HOMO: -8.300 eV
* F_max: 5.8 eV Å⁻¹
* 2S+1: 1
* energy relative to the best compared isomer or geometry (same formula, charge and spin): 90.3 kcal per mole
* electronic energy: -9392.9350 eV
* gap between HOMO and LUMO: 9.32 eV